(1)
The following is a DFT calculation (wB97M-V/def2-TZVPD) of an isolated molecule of C2H3NOS.

Results
HOMO energy: -8.6 eV
Net charge: 0
Kohn-Sham gap: 9.35 eV
Relative energy (zero: lowest compared OMol25 entry of this formula, charge and spin): 55.9 kcal/mol
Energy: -16492.775 eV

Atoms and positions in Å:
C  0.3016  0.3813  -1.1546
C  -0.1073  -0.3825  1.1305
H  -0.3426  0.2903  -2.1027
H  1.1561  1.1006  -1.4646
H  -0.4999  -0.6714  2.1003
N  0.6870  -1.2163  0.4925
O  0.7823  -0.8252  -0.8317
S  -0.7842  0.9002  0.3011

(2)
The following is a DFT calculation (wB97M-V/def2-TZVPD) of a structure of composition C46H38MnN2OP2Si.

Results
HOMO energy (alpha / beta): -13.1 / -13.3 eV
Net charge: +2
Kohn-Sham gap (alpha / beta): 5.87 / 5.77 eV
Energy: -111106.231 eV
2S+1: 2

Atoms and positions in Å:
Mn  -0.1488  0.2919  0.0367
C  3.8419  0.6113  -0.1030
Si  2.0886  0.3486  0.6349
C  0.7071  -1.1348  -1.0805
C  1.4661  -2.3053  -1.0333
C  1.6366  -3.0717  -2.1774
C  1.0358  -2.6919  -3.3705
C  0.3156  -1.5103  -3.4518
C  0.2047  -0.7140  -2.3097
P  -0.4003  1.0034  -2.2069
C  0.4183  1.8161  -3.6044
C  -0.1268  1.7190  -4.8807
C  0.5495  2.2775  -5.9486
C  1.7570  2.9270  -5.7425
C  2.2925  3.0337  -4.4689
C  1.6224  2.4799  -3.3922
C  -2.1399  0.8803  -2.6681
C  -2.7727  -0.4624  -2.4585
C  -4.3166  -0.4422  -2.4068
C  -4.9814  0.8024  -2.8855
C  -4.2929  1.9217  -3.1368
C  -2.8618  1.9790  -2.9537
C  2.3130  -0.6669  2.2564
C  3.5342  -0.8636  2.9018
C  3.6024  -1.5781  4.0875
C  2.4438  -2.0675  4.6747
C  1.2188  -1.8946  4.0473
C  1.1532  -1.2187  2.8354
P  -0.4226  -1.0857  1.9129
C  -1.0234  -2.8127  1.8453
C  -0.8145  -3.5758  0.6993
C  -1.1687  -4.9121  0.6616
C  -1.7636  -5.5009  1.7641
C  -1.9981  -4.7438  2.9012
C  -1.6256  -3.4122  2.9533
C  -1.5759  -0.2437  3.0305
C  -2.9414  -0.5232  2.9755
C  -3.8261  0.2281  3.7270
C  -3.3596  1.2637  4.5206
C  -2.0043  1.5460  4.5712
C  -1.1100  0.8004  3.8257
H  4.3534  -0.3396  -0.2439
H  4.4385  1.2118  0.5797
H  3.8365  1.1214  -1.0635
H  1.9106  -2.6303  -0.1018
H  2.2263  -3.9762  -2.1284
H  1.1516  -3.3107  -4.2482
H  -0.1168  -1.2011  -4.3951
H  -1.0702  1.2152  -5.0348
H  0.1297  2.2000  -6.9386
H  2.2752  3.3569  -6.5833
H  3.2274  3.5497  -4.3155
H  2.0135  2.5572  -2.3852
H  -2.3380  -1.1899  -3.1457
H  -4.7580  -1.3072  -2.9050
H  -6.0532  0.7604  -3.0066
H  -4.7950  2.8134  -3.4733
H  -2.3597  2.9322  -3.0602
H  4.4401  -0.4656  2.4707
H  4.5581  -1.7419  4.5643
H  2.4889  -2.5805  5.6241
H  0.3185  -2.2721  4.5117
H  -0.3647  -3.1242  -0.1706
H  -0.9731  -5.4878  -0.2305
H  -2.0515  -6.5392  1.7324
H  -2.4702  -5.1975  3.7578
H  -1.8186  -2.8413  3.8491
H  -3.3065  -1.3363  2.3609
H  -4.8812  0.0057  3.6968
H  -4.0503  1.8491  5.1050
H  -1.6396  2.3478  5.1910
H  -0.0486  1.0102  3.8573
O  -0.4954  1.9265  0.7971
C  -1.5035  2.6188  1.1745
C  -1.3061  3.9051  1.7349
C  -2.3754  4.6621  2.1384
C  -3.6744  4.1587  2.0354
C  -3.8963  2.9084  1.4975
C  -2.8354  2.1225  1.0276
C  -3.0320  0.8827  0.3094
N  -2.0949  0.0409  -0.0963
C  -2.7299  -0.9220  -0.9713
C  -4.2520  -0.6813  -0.8695
N  -4.2719  0.5023  -0.0590
H  -0.2923  4.2706  1.8150
H  -2.2133  5.6491  2.5431
H  -4.5091  4.7543  2.3733
H  -4.9136  2.5482  1.4403
H  -2.3697  -1.9408  -0.8207
H  -4.9088  -1.4579  -0.4721
H  -5.0923  1.0609  0.0906

(3)
The following is a DFT calculation (wB97M-V/def2-TZVPD) of an isolated molecule of C22H24N6O2.

Results
HOMO energy: -8.0 eV
Net charge: 0
Kohn-Sham gap: 8.70 eV
Relative energy (zero: lowest compared OMol25 entry of this formula, charge and spin): 32.4 kcal/mol
Energy: -36240.002 eV

Atoms and positions in Å:
C  -0.0383  4.5803  1.6367
C  0.2966  3.7690  0.4080
O  0.2232  4.1835  -0.7242
N  0.7125  2.5001  0.7365
C  0.9119  1.4532  -0.1343
N  1.3735  1.5112  -1.3994
N  1.3195  0.3014  -1.9823
C  0.8713  -0.5393  -1.0831
C  0.6102  0.1091  0.1440
C  0.0965  -0.2900  1.4544
O  -0.3411  0.5666  2.2320
N  0.1127  -1.5827  1.8463
C  -0.6193  -1.9340  3.0538
H  -1.5133  -1.3061  3.0899
H  -0.0176  -1.7108  3.9431
C  -0.9930  -3.4194  3.0265
N  -1.3499  -3.8407  1.6933
C  -2.5835  -4.3549  1.4296
N  -3.4376  -4.4068  2.4563
C  -4.6476  -4.8965  2.2583
C  -5.0983  -5.3688  1.0402
C  -4.2113  -5.3297  -0.0295
C  -2.9423  -4.8258  0.1533
H  -2.2439  -4.8078  -0.6669
H  -4.5102  -5.6966  -1.0013
H  -6.0973  -5.7574  0.9278
H  -5.2834  -4.9049  3.1349
C  -0.3635  -3.6312  0.6560
H  0.0782  -4.5841  0.3294
C  0.7310  -2.7037  1.1915
H  1.3849  -2.3665  0.3915
H  1.3486  -3.2344  1.9250
H  -0.8411  -3.1540  -0.2082
H  -0.1590  -4.0309  3.3936
H  -1.8606  -3.5984  3.6614
H  0.7143  -1.5591  -1.3728
C  1.9695  2.5778  -2.0956
C  2.8445  3.4424  -1.4531
C  3.4420  4.4624  -2.1678
C  3.1945  4.6267  -3.5245
C  2.3368  3.7341  -4.1576
C  1.7278  2.7139  -3.4554
H  1.0630  2.0182  -3.9420
H  2.1396  3.8457  -5.2139
C  3.8225  5.7485  -4.2933
H  4.1581  5.4068  -5.2703
H  3.0933  6.5434  -4.4501
H  4.6695  6.1656  -3.7548
H  4.1146  5.1399  -1.6618
H  3.0558  3.3182  -0.4013
H  0.3993  2.1254  1.6422
H  -0.3031  5.5907  1.3400
H  0.8148  4.6079  2.3105
H  -0.8765  4.1251  2.1600

(4)
The following is a DFT calculation (wB97M-V/def2-TZVPD) of an isolated molecule of C24H30N6O2.

Results
HOMO energy: -7.7 eV
Net charge: 0
Kohn-Sham gap: 8.27 eV
Relative energy (zero: lowest compared OMol25 entry of this formula, charge and spin): 7.3 kcal/mol
Energy: -38412.305 eV

Atoms and positions in Å:
C  5.3146  0.7985  -4.1431
C  4.3179  0.8273  -2.9918
C  4.4958  -0.3689  -2.0592
H  5.5182  -0.3909  -1.6715
H  4.3345  -1.2934  -2.6164
C  3.5112  -0.3276  -0.8828
N  3.7692  0.8307  -0.0601
C  2.7696  1.5703  0.4711
N  1.5369  1.0846  0.3575
C  0.5263  1.8252  0.8050
N  0.6463  3.0256  1.3544
C  1.8811  3.4898  1.5046
C  3.0132  2.8148  1.0996
C  4.3944  3.3628  1.2767
H  5.0045  2.6895  1.8798
H  4.8850  3.5020  0.3117
H  4.3498  4.3267  1.7787
H  1.9573  4.4656  1.9728
C  -0.8143  1.2559  0.6573
C  -1.9258  2.0731  0.5090
C  -3.1761  1.5179  0.3095
C  -3.3360  0.1400  0.2820
C  -2.2158  -0.6926  0.4851
C  -0.9661  -0.1311  0.6482
H  -0.0827  -0.7360  0.7757
O  -2.4772  -2.0466  0.4977
C  -1.4112  -2.9174  0.7840
H  -0.6423  -2.8781  0.0068
H  -0.9560  -2.6900  1.7533
H  -1.8445  -3.9166  0.8123
N  -4.5665  -0.4871  0.0886
C  -5.6695  0.0359  -0.5539
O  -5.7728  1.1833  -0.9242
N  -6.6416  -0.9046  -0.7683
H  -6.6031  -1.7726  -0.2560
C  -7.9318  -0.5223  -1.2970
C  -8.9533  -0.2241  -0.2025
H  -9.1117  -1.0982  0.4260
H  -9.9013  0.0616  -0.6478
H  -8.5988  0.5951  0.4186
H  -7.7620  0.3732  -1.8987
H  -8.2912  -1.3279  -1.9447
H  -4.5164  -1.4899  0.2013
H  -4.0391  2.1437  0.1546
H  -1.7971  3.1431  0.5360
H  4.7192  1.1402  0.0511
C  3.5752  -1.6098  -0.0889
C  2.5864  -2.5785  -0.2198
C  2.6820  -3.7511  0.5099
C  3.7752  -3.9135  1.3472
N  4.7214  -3.0017  1.4848
C  4.6195  -1.8843  0.7876
H  5.4196  -1.1716  0.9427
H  3.9031  -4.8116  1.9370
H  1.9276  -4.5195  0.4316
H  1.7541  -2.4064  -0.8887
H  2.4892  -0.2092  -1.2608
H  4.4413  1.7540  -2.4270
H  3.3008  0.8219  -3.3900
H  5.1703  1.6572  -4.7934
H  5.1892  -0.1057  -4.7341
H  6.3357  0.8208  -3.7670

(5)
The following is a DFT calculation (wB97M-V/def2-TZVPD) of a structure of composition C44H49Ge4I2N5STi.

Results
HOMO energy (alpha / beta): -15.7 / -15.8 eV
Net charge: +3
Kohn-Sham gap (alpha / beta): 6.55 / 6.75 eV
Relative energy (zero: lowest compared OMol25 entry of this formula, charge and spin): 38.4 kcal/mol
Energy: -330067.800 eV
2S+1: 2

Atoms and positions in Å:
Ti  -0.3984  -0.5074  0.0172
N  3.6156  8.1913  -4.5639
C  2.9854  7.4094  -4.0074
C  2.2390  6.4086  -3.3043
C  0.8532  6.3297  -3.4249
C  0.1573  5.3480  -2.7420
C  0.8475  4.4553  -1.9342
C  2.2302  4.5201  -1.8147
C  2.9257  5.4971  -2.5015
N  0.1253  3.4522  -1.2197
C  -1.1117  3.5952  -0.6340
C  -1.4223  2.3930  -0.0919
N  -0.3931  1.5006  -0.3487
C  0.5238  2.1959  -1.0216
H  0.3229  7.0310  -4.0539
H  -0.9163  5.2658  -2.8557
H  2.7590  3.8279  -1.1708
H  4.0011  5.5647  -2.4129
H  -1.6473  4.5280  -0.6153
H  -2.3122  2.1175  0.4443
H  1.4579  1.8130  -1.3942
C  -4.7380  2.0494  4.0544
Ge  -3.8630  0.8081  5.2976
C  -4.7758  -0.9029  5.5757
C  -3.0455  1.6850  6.8477
Ge  -1.7150  0.0093  3.9025
C  -0.3966  1.2120  2.9829
C  -0.6366  2.5816  3.0553
C  0.2957  3.4983  2.5907
C  1.4929  3.0541  2.0451
C  1.7432  1.6950  1.9454
C  0.7958  0.7725  2.3876
C  -0.7049  -1.6020  4.4518
C  -1.3908  -2.7932  4.7114
C  -0.7327  -3.8806  5.2643
C  0.6189  -3.7921  5.5760
C  1.3016  -2.6030  5.3603
C  0.6417  -1.5110  4.8124
H  -5.6996  2.3179  4.4961
H  -4.9252  1.5931  3.0840
H  -4.1525  2.9590  3.9346
H  -4.2214  -1.5510  6.2513
H  -4.9563  -1.4124  4.6306
H  -5.7415  -0.6775  6.0322
H  -3.8584  2.0366  7.4858
H  -2.4508  2.5451  6.5462
H  -2.4303  0.9961  7.4230
H  -1.5561  2.9413  3.5051
H  0.1036  4.5601  2.6805
H  2.2413  3.7705  1.7295
H  2.6951  1.3536  1.5603
H  1.0618  -0.2803  2.4300
H  -2.4498  -2.8684  4.4824
H  -1.2754  -4.7930  5.4770
H  1.1306  -4.6428  6.0065
H  2.3420  -2.5123  5.6453
H  1.1737  -0.5733  4.7066
S  2.1132  -0.7737  -0.4014
C  1.6143  -2.2000  0.4761
N  2.4983  -3.1277  0.8133
C  2.0784  -4.2538  1.5492
C  0.8007  -4.3940  1.8733
C  -0.2172  -3.3930  1.4762
N  0.3357  -2.2344  0.7830
H  3.4752  -2.9998  0.5972
H  2.8534  -4.9530  1.8237
H  0.4596  -5.2465  2.4410
H  -0.8040  -3.0709  2.3269
C  3.8761  0.4107  -3.7233
Ge  2.9660  -1.3103  -4.0263
C  3.9913  -2.8066  -3.2738
C  2.2754  -1.6205  -5.8307
Ge  0.8537  -1.2917  -2.5755
C  -0.5183  0.0676  -3.0450
C  -0.1235  1.0059  -3.9972
C  -1.0448  1.8922  -4.5374
C  -2.3682  1.8551  -4.1160
C  -2.7699  0.9374  -3.1536
C  -1.8510  0.0439  -2.6254
C  -0.0942  -3.0099  -2.6619
C  0.6508  -4.1822  -2.4977
C  0.1802  -5.3818  -2.9991
C  -1.0353  -5.4243  -3.6716
C  -1.7861  -4.2676  -3.8262
C  -1.3176  -3.0589  -3.3317
H  4.7900  0.4023  -4.3193
H  4.1589  0.5349  -2.6778
H  3.2774  1.2628  -4.0441
H  4.9719  -2.8268  -3.7509
H  3.4991  -3.7584  -3.4661
H  4.1430  -2.6850  -2.2011
H  3.1180  -1.6504  -6.5228
H  1.5979  -0.8307  -6.1511
H  1.7576  -2.5775  -5.8782
H  0.9067  1.0264  -4.3366
H  -0.7310  2.6034  -5.2906
H  -3.0905  2.5310  -4.5545
H  -3.8039  0.9058  -2.8343
H  -2.2049  -0.7234  -1.9308
H  1.6012  -4.1559  -1.9747
H  0.7646  -6.2845  -2.8790
H  -1.3859  -6.3573  -4.0924
H  -2.7315  -4.2956  -4.3514
H  -1.9048  -2.1682  -3.4966
I  -2.8184  -0.7536  1.3305
I  -1.7721  -4.3916  0.2374

(6)
The following is a DFT calculation (wB97M-V/def2-TZVPD) of a cluster of 2 separate species, C10H16O in total.

Results
HOMO energy: -8.4 eV
Net charge: 0
Kohn-Sham gap: 9.23 eV
Relative energy (zero: lowest compared OMol25 entry of this formula, charge and spin): 64.9 kcal/mol
Energy: -12674.910 eV

Atoms and positions in Å:
C  0.3129  0.3962  0.7444
C  0.0308  -0.8618  1.3993
C  1.2726  0.2832  -0.4391
C  1.3464  -0.8525  -1.2885
C  2.0563  1.3525  -0.8894
C  2.2802  -0.9008  -2.2768
C  2.8436  1.3541  -2.0878
C  3.0349  0.1448  -2.6762
O  3.9183  -0.0191  -3.6845
H  -0.7299  0.8972  0.5824
H  0.6573  1.0920  1.5742
H  -0.7712  -0.9475  2.1292
H  0.6998  -1.6390  -1.1165
H  2.1575  2.3380  -0.4300
H  2.2524  -1.7760  -2.9162
H  3.1335  2.2297  -2.6707
H  4.0062  -1.0109  -4.0032
H  0.9281  -1.3171  2.0066
H  -0.3304  -1.7587  0.8729
C  -4.1236  0.5045  1.4912
C  -3.1330  -0.3071  2.3077
H  -4.6093  -0.1532  0.7460
H  -4.7914  1.0380  2.2365
H  -3.7992  1.2563  0.8506
H  -2.4712  0.3880  2.9263
H  -2.5076  -0.8165  1.5543
H  -3.6641  -0.9145  3.0572

(7)
The following is a DFT calculation (wB97M-V/def2-TZVPD) of an isolated molecule of C4H9NO2.

Results
HOMO energy: -9.9 eV
Net charge: 0
Kohn-Sham gap: 10.85 eV
Relative energy (zero: lowest compared OMol25 entry of this formula, charge and spin): 15.3 kcal/mol
Energy: -9879.396 eV

Atoms and positions in Å:
C  -2.0660  0.7613  0.7699
C  -1.7437  -0.6464  0.2783
N  -0.5180  -0.6247  -0.5011
C  0.6779  -0.3693  0.1125
O  1.0239  -0.7271  1.2176
O  1.4244  0.3691  -0.7505
C  2.8202  0.1360  -0.7617
H  -2.0873  1.4536  -0.0812
H  -3.0270  0.8185  1.2873
H  -1.2782  1.0958  1.4532
H  -1.6103  -1.3466  1.1067
H  -2.5357  -1.0419  -0.3675
H  -0.5852  -0.1270  -1.3784
H  3.1817  0.6924  -1.6266
H  3.3099  0.4878  0.1488
H  3.0135  -0.9316  -0.9074

(8)
The following is a DFT calculation (wB97M-V/def2-TZVPD) of a structure of composition C12H36K5O10P.

Results
HOMO energy: -13.2 eV
Net charge: +2
Kohn-Sham gap: 6.26 eV
Relative energy (zero: lowest compared OMol25 entry of this formula, charge and spin): 37.5 kcal/mol
Energy: -124412.994 eV

Atoms and positions in Å:
K  0.6690  -2.2607  -3.1360
K  -1.5639  -4.9732  -1.3706
K  1.4512  -2.9990  1.0316
K  -3.1327  -1.0605  -3.0124
K  0.3204  2.1242  -0.9331
P  -0.3275  -1.0073  -0.6825
O  -0.8154  -2.4886  -0.8163
O  -0.9028  -0.1720  0.4312
O  -0.7640  -0.3471  -2.0252
O  1.2173  -0.9805  -0.7646
C  3.7094  0.3260  -4.5405
C  3.5770  0.2232  -3.0295
O  2.1946  0.4999  -2.6953
H  4.7310  0.1373  -4.8711
H  3.4427  1.3273  -4.8777
H  3.0560  -0.3907  -5.0465
H  4.1846  1.0104  -2.5838
H  3.8556  -0.7816  -2.7046
H  1.9773  0.0269  -1.8632
C  0.7937  0.6836  4.7918
C  0.8280  0.6270  3.2845
O  0.0633  -0.5120  2.8564
H  -0.2439  0.7510  5.1286
H  1.3147  1.5631  5.1663
H  1.2208  -0.2275  5.2060
H  1.8589  0.4557  2.9521
H  0.4786  1.5529  2.8177
H  -0.3050  -0.3764  1.9502
C  -3.6526  -2.6799  4.7061
C  -2.3784  -1.9027  4.5417
O  -2.6317  -0.8423  3.6216
H  -3.5820  -3.4418  5.4838
H  -3.9773  -3.1485  3.7766
H  -4.4264  -1.9857  5.0387
H  -1.5518  -2.5209  4.1766
H  -2.1286  -1.4215  5.4939
H  -1.7796  -0.4562  3.3698
C  -1.3095  2.6370  -5.6287
C  -0.7141  1.8062  -4.5340
O  -1.6848  1.5631  -3.5012
H  -0.5566  2.6277  -6.4292
H  -1.4607  3.6836  -5.3731
H  -2.2269  2.2308  -6.0461
H  0.1832  2.2685  -4.1171
H  -0.4380  0.8457  -4.9922
H  -1.3273  0.8331  -2.9446
C  -5.2895  1.5603  0.9487
C  -3.8000  1.5097  0.8039
O  -3.4318  0.8212  -0.3983
H  -5.7245  2.1627  0.1511
H  -5.5591  1.9638  1.9260
H  -5.7630  0.5760  0.9408
H  -3.3222  1.0063  1.6511
H  -3.3905  2.5291  0.7817
H  -2.5097  0.5438  -0.2821
C  5.5906  -0.4021  0.9170
C  4.2236  -0.9136  0.5384
O  3.2167  0.0584  0.7121
H  6.3563  -1.1311  0.6498
H  5.6653  -0.2323  1.9908
H  5.8272  0.5351  0.4131
H  3.9979  -1.7907  1.1836
H  4.2361  -1.3711  -0.4634
H  2.4310  -0.2534  0.2299

Repeat the sixth record exactly.
The following is a DFT calculation (wB97M-V/def2-TZVPD) of a cluster of 2 separate species, C10H16O in total.

Results
HOMO energy: -8.4 eV
Net charge: 0
Kohn-Sham gap: 9.23 eV
Relative energy (zero: lowest compared OMol25 entry of this formula, charge and spin): 64.9 kcal/mol
Energy: -12674.910 eV

Atoms and positions in Å:
C  0.3129  0.3962  0.7444
C  0.0308  -0.8618  1.3993
C  1.2726  0.2832  -0.4391
C  1.3464  -0.8525  -1.2885
C  2.0563  1.3525  -0.8894
C  2.2802  -0.9008  -2.2768
C  2.8436  1.3541  -2.0878
C  3.0349  0.1448  -2.6762
O  3.9183  -0.0191  -3.6845
H  -0.7299  0.8972  0.5824
H  0.6573  1.0920  1.5742
H  -0.7712  -0.9475  2.1292
H  0.6998  -1.6390  -1.1165
H  2.1575  2.3380  -0.4300
H  2.2524  -1.7760  -2.9162
H  3.1335  2.2297  -2.6707
H  4.0062  -1.0109  -4.0032
H  0.9281  -1.3171  2.0066
H  -0.3304  -1.7587  0.8729
C  -4.1236  0.5045  1.4912
C  -3.1330  -0.3071  2.3077
H  -4.6093  -0.1532  0.7460
H  -4.7914  1.0380  2.2365
H  -3.7992  1.2563  0.8506
H  -2.4712  0.3880  2.9263
H  -2.5076  -0.8165  1.5543
H  -3.6641  -0.9145  3.0572

> Look up the energy of the first one.

-16492.775 eV